[1]
The following is a quantum chemistry calculation of C2H2FOTb as an isolated structure in a non-equilibrium geometry, from OMol25.

Last column: Löwdin charge in e.
Element x y z (Å)
Tb -0.35 0.60 -2.96  1.8563
F 0.44 -0.25 1.84  -0.0988
O -1.16 -0.70 0.53  0.1495
C 0.51 0.48 -0.77  -0.1439
C -0.17 0.11 0.29  -0.1935
H 1.55 0.78 -0.57  0.0978
H -0.84 -1.03 1.65  0.3326

Output
frontier orbital gap (alpha / beta)	6.561 / 8.824	eV
energy relative to the best compared isomer or geometry (same formula, charge and spin)	157.1	kJ/mol
<S²>	13.0304
2S+1	7
F_max	8.99	eV/Å
HOMO energy (alpha / beta)	-19.166 / -18.922	eV
total charge	+2

=====

[2]
The following is a quantum chemistry calculation of C4H2LuO as an isolated structure in a non-equilibrium geometry, from OMol25.

Last column: Löwdin charge in e.
Element x y z (Å)
Lu -1.15 1.54 0.49  2.0448
O 1.71 -0.27 1.29  0.2324
C 0.56 -0.39 0.96  -0.3057
C 0.42 -1.69 -1.16  -0.0603
C -0.19 -0.84 -0.14  -0.3316
C 1.03 -1.52 -2.20  0.2456
H 1.66 -1.61 -3.07  0.0892
H -1.24 -1.09 0.08  0.0857

Output
frontier orbital gap (alpha / beta)	6.067 / 5.234	eV
energy relative to the best compared isomer or geometry (same formula, charge and spin)	125.3	kJ/mol
<S²>	0.7665
2S+1	2
F_max	5.52	eV/Å
HOMO energy (alpha / beta)	-17.818 / -17.671	eV
total charge	+2

=====

[3]
The following is a quantum chemistry calculation of C8H11OPS as an isolated structure in a non-equilibrium geometry, from OMol25.

Last column: Löwdin charge in e.
Element x y z (Å)
S -0.16 -1.66 2.79  0.1763
P -1.27 -3.01 1.94  0.2507
O 1.53 -2.55 0.47  -0.1169
C 0.66 -2.72 -0.62  -0.1318
C -0.51 1.99 -1.87  -0.0553
C -0.01 -1.61 -0.89  -0.0616
C 0.38 -0.58 0.05  -0.2322
C -1.10 1.30 -0.58  -0.2057
C 0.36 1.51 1.34  -0.0647
C -0.02 0.70 0.23  -0.3359
C 1.33 -1.30 0.94  -0.2779
H 0.02 2.58 1.07  0.1188
H -1.24 1.90 -2.64  0.0624
H -1.78 0.59 -0.96  0.0722
H -0.44 2.99 -1.55  0.0521
H -1.88 2.01 -0.06  0.1545
H 0.78 -3.81 -0.91  0.1525
H 2.24 -0.99 1.40  0.1109
H 0.42 1.60 -2.15  0.0566
H -0.72 -1.55 -1.64  0.0963
H 1.51 1.35 1.39  0.1284
H -0.09 1.26 2.26  0.0503

Output
frontier orbital gap (alpha / beta)	5.663 / 5.430	eV
energy relative to the best compared isomer or geometry (same formula, charge and spin)	302.2	kJ/mol
2S+1	1
F_max	4.30	eV/Å
HOMO energy (alpha / beta)	-6.439 / -6.362	eV

=====

[4]
The following is a quantum chemistry calculation of C26H40As2NO5PdSb as an isolated structure, from OMol25.

Last column: Löwdin charge in e.
Element x y z (Å)
Sb 1.04 -2.72 -2.27  1.5890
Pd 0.10 -0.88 -0.79  0.7560
As 0.27 3.47 -0.69  1.2152
As -1.82 0.06 3.53  1.3654
O -3.10 1.07 -2.21  0.1188
O 1.58 0.19 2.80  0.0875
O -1.38 -0.37 -2.07  -0.1532
O -3.89 2.80 2.32  0.1800
O 1.37 -0.91 0.84  -0.1283
N -0.79 0.54 0.36  0.0196
C -2.87 2.16 1.82  -0.2461
C -0.46 4.85 3.33  0.0743
C -0.04 0.96 1.31  -0.1884
C 0.28 -5.57 -3.04  -0.1265
C 1.95 -0.45 -4.08  -0.1501
C 1.56 -1.92 -4.20  -0.5432
C -1.02 4.86 -1.20  -0.2913
C -0.12 3.50 1.29  -0.2250
C -1.86 2.94 3.91  -0.0132
C -0.31 2.23 2.07  -0.2372
C -1.09 4.01 4.27  -0.0012
C -3.61 0.16 4.28  -0.2903
C 2.80 -3.59 -1.40  -0.5435
C 1.87 4.60 -0.57  -0.2916
C -1.96 0.97 -0.16  -0.1178
C -2.95 1.65 0.51  0.0816
C -0.24 4.69 1.95  -0.0739
C 1.11 0.00 1.69  -0.5902
C 2.44 -4.25 -0.07  -0.1342
C 2.64 -2.77 -4.87  -0.1277
C -2.18 0.54 -1.64  -0.5812
C -0.75 0.35 5.13  -0.2706
C 3.87 -2.51 -1.22  -0.1345
C -1.30 -4.45 -1.39  -0.1479
C -0.41 -4.27 -2.61  -0.5443
C -1.70 2.13 2.70  -0.3418
H 1.64 5.59 -0.16  0.0303
H 2.35 -3.81 -4.98  0.0665
H 3.14 -4.34 -2.12  0.0938
H 2.06 -3.52 0.64  0.0651
H -1.00 -3.88 -3.44  0.0927
H 0.91 -5.97 -2.24  0.0721
H 0.63 -2.01 -4.77  0.0932
H 3.58 -2.72 -4.32  0.0706
H 1.14 0.14 -3.65  0.0512
H -0.48 -6.32 -3.26  0.0906
H -1.22 4.42 5.27  0.1348
H 0.41 2.23 2.90  0.1604
H -0.65 -0.64 5.57  0.0524
H -3.82 1.04 4.89  0.0350
H 2.25 4.72 -1.59  0.0368
H -3.85 1.83 -0.07  0.1504
H -0.01 5.60 1.41  0.1043
H 2.84 -0.32 -3.47  0.0704
H -1.81 -3.53 -1.12  0.0549
H 3.53 -1.73 -0.54  0.0638
H -2.02 4.42 -1.26  0.0230
H 4.15 -2.04 -2.17  0.0585
H 3.33 -4.70 0.37  0.0915
H -4.67 2.78 1.75  0.1740
H 0.89 -5.44 -3.93  0.0670
H 1.70 -5.04 -0.19  0.0589
H -4.36 0.06 3.50  0.0349
H -0.74 5.19 -2.19  0.0426
H 2.63 4.11 0.03  0.0347
H 2.83 -2.38 -5.87  0.0903
H -1.21 1.02 5.85  0.0412
H 2.17 -0.05 -5.07  0.0877
H -2.68 2.69 4.58  0.1162
H -2.06 -5.21 -1.60  0.0880
H -0.21 5.84 3.72  0.1422
H 0.25 0.67 4.84  0.0260
H -1.03 5.72 -0.53  0.0263
H 4.77 -2.96 -0.80  0.0919
H -0.73 -4.79 -0.52  0.0704
H -3.69 -0.72 4.94  0.0513

Output
frontier orbital gap	5.262	eV
energy relative to the best compared isomer or geometry (same formula, charge and spin)	595.1	kJ/mol
2S+1	1
F_max	0.52	eV/Å
HOMO energy	-14.067	eV
total charge	+2

=====

The following energy values (in Eh) correspond, in order, to the records above: -1076.0479, -1463.4115, -1126.0489, -6284.6689.